Below is a cluster of 10 separate species, C40H80O30 in total in a non-equilibrium geometry, with properties calculated with the ωB97M-V functional and the def2-TZVPD basis.

Computed properties:
Energy above the lowest of the compared OMol25 structures with the same formula, charge and spin: 202.7 kcal/mol
SMILES: CCOC(=O)OC.CCOC(=O)OC.CCOC(=O)OC.CCOC(=O)OC.CCOC(=O)OC.CCOC(=O)OC.CCOC(=O)OC.CCOC(=O)OC.CCOC(=O)OC.CCOC(=O)OC
Calculated total energy: -3829.12328 hartree
E_LUMO: 0.419 eV

```
150
Properties=species:S:1:pos:R:3:forces:R:3:mulliken_charge:R:1
C 15.3596 -37.5745 38.4846 0.0 -0.1 -0.6 -1.056
C 16.0509 -36.2966 38.8982 0.7 -1.9 0.4 -0.197
O 15.6229 -35.9013 40.1965 -0.6 1.8 0.0 -0.319
C 15.5170 -36.5632 41.3530 2.6 -2.4 -0.4 0.749
O 15.9838 -37.6854 41.5824 -1.4 1.9 -0.3 -0.585
O 15.0053 -35.7123 42.2121 -1.2 1.0 1.8 -0.311
C 14.6345 -36.1117 43.5967 0.7 -0.4 -1.1 -0.622
H 14.3284 -37.5566 38.8372 -0.1 0.1 -0.4 0.276
H 15.7804 -38.5229 38.8185 0.3 0.4 0.3 0.281
H 15.4438 -37.5499 37.3982 -0.6 -0.4 -0.2 0.380
H 15.8849 -35.5308 38.1405 -0.8 0.5 0.8 0.318
H 17.1302 -36.4309 38.8264 0.2 -0.1 0.6 0.266
H 13.6500 -36.5757 43.5381 0.4 -0.4 0.1 0.275
H 14.5431 -35.2733 44.2873 0.1 0.6 -0.9 0.240
H 15.4496 -36.7086 44.0059 -0.4 -0.5 -0.2 0.304
C 9.6960 -36.2746 37.5448 -0.7 -0.4 -0.5 -1.193
C 9.7469 -35.1550 36.4675 1.0 -1.4 1.5 -0.152
O 9.4956 -35.7748 35.1969 0.0 -0.3 -0.9 -0.317
C 10.4137 -35.6827 34.2289 3.2 4.0 0.5 0.796
O 11.3808 -34.8505 34.3008 -3.0 -3.3 -0.6 -0.618
O 10.1364 -36.4561 33.1821 -1.1 -0.1 0.4 -0.308
C 11.1220 -36.5316 32.1540 1.6 -0.4 0.5 -0.627
H 9.5060 -35.7947 38.5048 0.3 -0.4 0.1 0.340
H 10.4611 -37.0508 37.5632 1.3 1.1 0.1 0.309
H 8.9568 -37.0544 37.3613 -1.3 0.8 -0.1 0.344
H 10.7334 -34.6994 36.5536 0.0 0.0 -0.7 0.279
H 9.0310 -34.3807 36.7434 -0.4 -0.2 -0.7 0.331
H 11.9937 -36.9186 32.6818 0.6 0.6 -0.3 0.293
H 11.3152 -35.5901 31.6399 -0.1 0.0 0.4 0.266
H 10.9855 -37.3154 31.4089 -1.3 0.1 0.3 0.256
C 22.2499 -24.5495 37.7083 -0.2 0.4 -0.2 -1.117
C 23.4013 -23.7765 37.0118 -1.4 -0.9 0.5 -0.087
O 23.7318 -24.4874 35.7998 -0.1 0.0 -0.3 -0.354
C 24.4302 -25.6222 35.8075 1.6 -1.3 -1.0 0.772
O 24.4748 -26.4514 34.9162 -0.8 1.1 0.8 -0.583
O 25.2360 -25.6574 36.8530 -0.8 1.7 1.7 -0.329
C 26.1780 -26.6552 37.2384 -1.0 0.7 -1.2 -0.622
H 22.6702 -25.3737 38.2846 -0.1 0.1 0.1 0.283
H 21.4881 -24.9769 37.0563 0.4 0.0 -0.6 0.311
H 21.6387 -23.9040 38.3391 0.4 0.1 0.4 0.368
H 24.1724 -23.7034 37.7787 0.5 0.0 -0.7 0.212
H 23.1256 -22.7781 36.6723 -0.1 -0.2 0.0 0.348
H 26.8268 -26.6947 36.3634 0.4 -0.9 0.4 0.284
H 25.5891 -27.5445 37.4628 0.7 -0.3 0.0 0.292
H 26.6410 -26.1824 38.1045 0.2 -0.6 -0.1 0.223
C 12.0373 -39.5803 23.1449 0.5 1.4 0.5 -1.142
C 12.4011 -40.9948 23.2455 -1.6 -2.1 -0.1 -0.237
O 13.8036 -41.1198 23.4128 -0.6 1.3 -0.5 -0.269
C 14.3857 -42.2053 23.8688 -2.0 -1.6 0.4 0.766
O 13.8035 -43.2247 24.2291 1.3 1.4 -0.4 -0.584
O 15.6696 -41.9271 23.8227 2.5 -1.4 1.7 -0.294
C 16.5270 -43.0052 24.3640 -0.2 -1.5 -0.8 -0.728
H 12.7482 -39.1085 22.4665 -0.3 0.3 -0.1 0.299
H 12.1619 -39.1451 24.1365 0.1 0.4 0.0 0.275
H 11.0013 -39.4045 22.8552 0.1 -0.2 -0.2 0.379
H 12.0059 -41.5385 22.3874 0.8 -0.1 -0.6 0.307
H 11.7931 -41.4782 24.0103 0.7 -0.1 0.7 0.315
H 17.5555 -42.8092 24.6671 -0.3 1.5 -0.5 0.299
H 16.5995 -43.7540 23.5752 0.1 0.1 -0.2 0.300
H 16.1583 -43.5974 25.2015 -0.9 0.7 0.1 0.312
C 21.5087 -33.0885 44.3232 0.7 1.2 -1.2 -1.067
C 21.4217 -32.7351 42.7568 -0.3 -2.8 0.5 -0.331
O 20.5133 -31.7015 42.5942 -1.1 1.3 0.9 -0.251
C 20.3168 -31.1044 41.4412 -0.2 1.2 -1.8 0.752
O 21.1115 -30.9250 40.5213 -1.6 -0.7 1.7 -0.579
O 19.0068 -30.6552 41.4898 1.3 -0.4 -0.4 -0.293
C 18.4218 -30.1417 40.2955 -0.3 0.3 -0.6 -0.671
H 20.5480 -33.1168 44.8373 -0.3 0.6 -0.6 0.296
H 22.1311 -32.2923 44.7315 -0.1 -0.1 0.5 0.274
H 21.9213 -34.0453 44.6431 0.5 -0.1 -0.9 0.376
H 20.9416 -33.5833 42.2688 0.0 -0.4 0.0 0.266
H 22.2780 -32.5766 42.1014 0.7 0.3 1.0 0.383
H 17.3724 -30.4357 40.2750 0.1 -0.3 0.3 0.254
H 18.8844 -30.4988 39.3754 0.3 -0.2 0.3 0.321
H 18.4100 -29.0531 40.2418 0.4 0.1 0.4 0.271
C 19.4799 -32.4308 30.6195 1.3 1.4 -0.4 -1.125
C 18.0019 -32.5695 30.4523 0.3 -0.9 0.5 -0.140
O 17.7322 -33.6279 29.4881 -0.2 0.0 -1.3 -0.332
C 18.0072 -33.4267 28.1466 0.5 3.1 1.1 0.757
O 18.4002 -32.3308 27.7007 -1.1 -3.2 0.6 -0.574
O 17.7584 -34.5592 27.5051 -0.7 -0.5 1.3 -0.297
C 17.8690 -34.6132 26.1049 1.0 1.9 -0.8 -0.627
H 19.7755 -31.8777 31.5110 -0.4 -0.1 0.3 0.383
H 19.8974 -31.8073 29.8290 0.1 -0.3 -0.3 0.293
H 20.0324 -33.3700 30.6495 -0.4 -0.2 -0.1 0.305
H 17.4422 -31.6486 30.2887 0.3 0.0 -0.7 0.280
H 17.6521 -32.9248 31.4216 -0.5 -0.6 -0.3 0.261
H 18.9366 -34.5428 25.8964 0.0 -0.5 -0.4 0.285
H 17.4723 -33.6793 25.7068 -0.3 -0.1 -0.2 0.303
H 17.3867 -35.4637 25.6231 0.1 -0.1 0.8 0.228
C 23.0554 -41.0043 16.2136 -0.5 1.7 -2.5 -1.140
C 23.1808 -41.9323 17.3090 2.1 -1.7 1.2 -0.160
O 22.6886 -41.3065 18.4692 0.2 1.1 3.6 -0.270
C 23.4710 -41.0212 19.6282 -0.4 -0.8 -0.1 0.673
O 24.6359 -41.3008 19.8288 -1.9 0.6 -0.8 -0.536
O 22.6139 -40.4432 20.5508 0.8 -0.8 -0.4 -0.290
C 23.1415 -39.8639 21.7892 0.4 2.0 -0.7 -0.713
H 23.5877 -40.0546 16.2655 0.1 0.0 0.8 0.305
H 21.9974 -40.7618 16.1133 -0.1 0.2 -0.2 0.272
H 23.3940 -41.3608 15.2408 -0.1 -0.6 0.1 0.374
H 24.1913 -42.3010 17.4853 0.4 0.4 0.1 0.322
H 22.6726 -42.8746 17.1044 -0.7 0.2 0.3 0.266
H 24.1992 -39.9883 22.0214 -0.2 -0.9 -0.4 0.329
H 22.5333 -39.8902 22.6933 -0.4 -1.6 -0.4 0.285
H 23.0581 -38.7865 21.6467 0.2 0.3 -0.5 0.285
C 7.2463 -32.2552 17.8536 1.3 1.4 0.5 -1.152
C 8.5695 -32.6413 18.5232 0.7 -0.8 -0.8 -0.228
O 8.6620 -32.2028 19.8583 -0.5 0.5 1.1 -0.239
C 9.7757 -32.3339 20.6091 1.8 -1.2 -1.7 0.718
O 10.9239 -32.6144 20.1947 -3.4 0.9 1.6 -0.587
O 9.3246 -32.1665 21.8513 0.0 0.0 0.2 -0.294
C 10.1684 -32.3220 22.9895 0.4 0.5 0.0 -0.631
H 7.2846 -31.1661 17.8323 -0.5 0.3 0.3 0.313
H 6.3486 -32.5786 18.3805 0.2 -0.2 -0.3 0.310
H 7.3009 -32.4654 16.7854 -0.3 -0.7 0.2 0.369
H 9.4298 -32.2115 18.0103 -0.1 -0.1 -0.4 0.307
H 8.6828 -33.7254 18.5156 0.1 -0.1 0.0 0.290
H 9.5548 -32.3340 23.8902 -0.4 -0.3 -0.4 0.236
H 10.7669 -31.4185 23.1058 0.5 -0.2 -0.2 0.289
H 10.7557 -33.2367 22.9085 0.1 0.2 0.0 0.299
C 16.1989 -36.4212 16.7182 -1.5 -1.4 0.7 -1.022
C 15.3287 -37.7519 16.8323 3.6 -0.2 0.4 -0.345
O 14.0264 -37.4651 16.5257 -2.8 1.5 -1.2 -0.223
C 13.1274 -38.2347 15.9193 -0.7 -4.2 -0.2 0.693
O 13.2429 -39.4852 15.8178 -0.5 3.9 0.0 -0.593
O 12.0093 -37.5288 15.5103 3.5 1.1 1.5 -0.283
C 10.8467 -38.1858 15.1214 0.1 -1.6 -0.3 -0.589
H 15.6740 -35.7141 17.3605 0.2 0.4 -0.2 0.277
H 16.2521 -36.0641 15.6897 0.0 0.0 0.1 0.290
H 17.1829 -36.5899 17.1557 0.0 -0.1 -0.2 0.360
H 15.4546 -38.1933 17.8209 -0.6 0.6 0.6 0.315
H 15.8339 -38.5573 16.2991 -0.7 0.0 -1.1 0.344
H 11.0495 -38.7192 14.1927 -0.3 0.1 -0.2 0.280
H 10.6337 -38.9613 15.8572 -0.5 0.1 0.1 0.298
H 10.0592 -37.4398 15.0143 0.2 -0.2 0.1 0.200
C 20.3976 -27.2037 22.0274 1.4 -0.6 -0.1 -0.992
C 21.7199 -28.0290 21.8656 0.5 -0.2 0.4 -0.359
O 22.5458 -27.5373 20.7686 -2.0 1.1 -0.4 -0.281
C 23.8513 -27.6850 20.6056 -1.0 -4.0 3.4 0.805
O 24.4593 -28.5384 21.2525 0.3 1.5 -0.9 -0.603
O 24.2562 -26.9332 19.6604 -0.6 2.6 -0.8 -0.309
C 25.6284 -26.9127 19.3555 0.0 -1.6 -0.8 -0.637
H 20.1833 -27.2880 23.0928 -0.3 0.3 0.0 0.319
H 19.5237 -27.5524 21.4771 0.3 -0.2 -0.2 0.288
H 20.5897 -26.1661 21.7542 0.0 0.0 0.2 0.292
H 21.5618 -29.1069 21.8307 -0.3 -0.1 -0.9 0.337
H 22.3016 -28.0171 22.7874 0.2 0.8 0.0 0.320
H 25.7418 -27.9575 19.0663 1.3 0.0 -0.1 0.319
H 26.2636 -26.6512 20.2019 -0.1 0.1 -0.2 0.278
H 25.7118 -26.2982 18.4591 0.3 0.2 0.4 0.223
```
Positions in Å, forces in eV/Å.